Entry 1:
15
Properties=species:S:1:pos:R:3:mulliken_charge:R:1 method="wB97M-V/def2-TZVPD" e_tot_ev=-24943.4964 homo_energy_ev=-9.1 relative_energy_kj_mol=19.3 e_lumo_ev=0.6 gap_ha=0.35795 mol_weight_g_mol=110.25
C -0.937 -1.957 -1.600 -0.71
S 0.645 -1.187 -1.925 -0.06
S 1.375 -0.794 -0.064 -0.20
H -0.889 -3.047 -1.614 0.28
H -1.674 -1.659 -2.337 0.28
H -1.340 -1.660 -0.642 0.26
H 0.779 0.398 0.131 0.15
C -1.694 2.209 2.887 -0.81
C -1.296 3.364 1.960 -0.76
H -0.814 1.861 3.431 0.25
H -2.113 1.381 2.314 0.24
H -2.429 2.458 3.650 0.32
H -2.127 3.650 1.320 0.27
H -1.029 4.254 2.514 0.28
H -0.485 3.040 1.326 0.21

=====

Entry 2:
23
Properties=species:S:1:pos:R:3:mulliken_charge:R:1 method="wB97M-V/def2-TZVPD" e_tot_ev=-45076.3930 homo_energy_ev=-2.8 e_lumo_ev=1.4 gap_ha=0.15091 charge=-2 mol_weight_g_mol=330.90
Ag -2.162 0.675 3.432 0.90
Cl -6.776 1.185 4.802 -0.95
Cl 1.352 3.033 5.600 -0.95
N -2.555 -4.766 2.950 0.98
O -3.639 -4.285 2.608 -0.65
O -1.726 -3.941 3.387 -0.67
O -2.312 -5.967 2.967 -0.65
C 3.221 -0.071 -2.037 -0.80
O 2.061 0.788 -2.234 -0.32
C 1.754 1.598 -1.145 -0.40
C 0.384 2.256 -1.284 -0.60
O -0.819 1.421 -0.978 -0.41
C -0.995 0.258 -1.758 -0.59
H 3.101 -0.880 -1.317 0.34
H 4.220 0.349 -1.914 0.31
H 3.251 -0.587 -2.997 0.27
H 2.562 2.317 -1.013 0.42
H 1.757 1.016 -0.223 0.35
H 0.201 2.631 -2.290 0.34
H 0.242 3.075 -0.578 0.32
H -2.033 -0.058 -1.656 0.26
H -0.317 -0.563 -1.527 0.22
H -0.773 0.517 -2.794 0.27

=====

Entry 3:
38
Properties=species:S:1:pos:R:3:mulliken_charge:R:1 method="wB97M-V/def2-TZVPD" e_tot_ev=-34436.4304 homo_energy_ev=-8.1 relative_energy_kj_mol=36.7 e_lumo_ev=2.1 gap_ha=0.37598 charge=-1 mol_weight_g_mol=284.97
B 0.778 -0.309 0.129 0.83
F -0.422 0.430 0.176 -0.33
F 1.541 -0.300 1.281 -0.27
F 0.454 -1.625 -0.258 -0.48
F 1.622 0.311 -0.858 -0.58
O 0.982 -1.161 4.639 -0.69
H 1.313 -0.605 3.920 0.36
H 1.055 -2.060 4.302 0.33
O 0.443 -0.333 -3.240 -0.79
H 0.798 -0.432 -2.337 0.34
H -0.324 0.248 -3.130 0.40
O -2.569 -0.377 -1.672 -0.68
H -2.042 -0.467 -0.863 0.31
H -3.464 -0.623 -1.421 0.29
O -2.526 0.051 2.104 -0.61
H -3.219 0.636 2.421 0.29
H -2.120 0.537 1.377 0.32
O -0.105 1.105 3.180 -0.69
H -0.077 1.063 2.220 0.26
H -0.531 0.281 3.442 0.37
O 1.730 3.074 -0.544 -0.69
H 0.959 3.460 -0.121 0.30
H 1.541 2.123 -0.595 0.41
O 0.252 -3.517 1.650 -0.65
H -0.181 -4.234 1.181 0.28
H 0.352 -2.813 0.984 0.45
O -3.622 2.208 -0.321 -0.64
H -4.446 1.715 -0.273 0.30
H -3.033 1.644 -0.841 0.27
O -1.428 1.930 -2.836 -0.68
H -1.204 2.411 -2.032 0.34
H -1.900 1.136 -2.524 0.37
O 3.430 -2.699 0.498 -0.69
H 3.948 -1.905 0.660 0.32
H 2.517 -2.399 0.557 0.32
O 3.314 0.513 -3.986 -0.67
H 3.799 0.488 -3.157 0.31
H 2.385 0.498 -3.713 0.38

=====

Entry 4:
17
Properties=species:S:1:pos:R:3:mulliken_charge:R:1 method="wB97M-V/def2-TZVPD" e_tot_ev=-18687.2770 homo_energy_ev=-8.1 relative_energy_kj_mol=572.5 e_lumo_ev=0.8 gap_ha=0.32743 mol_weight_g_mol=127.21
C -1.641 -1.461 1.113 -0.84
C -0.928 -0.479 0.454 0.54
S -1.732 0.543 -0.624 -0.15
C -0.062 1.501 -1.107 -0.61
C 0.914 0.316 -0.749 -0.12
C 0.408 0.152 0.770 -0.58
N 1.810 0.171 0.338 -0.18
C 2.778 -1.077 0.431 -0.68
H -2.581 -1.980 0.941 0.31
H -1.074 -1.985 2.004 0.19
H -0.019 2.318 -0.436 0.36
H -0.011 1.810 -2.189 0.34
H 0.603 -0.732 -1.226 0.27
H 0.317 1.031 1.331 0.33
H 2.824 -1.174 1.517 0.28
H 2.234 -1.987 -0.038 0.26
H 3.944 -0.893 0.242 0.26

=====

Entry 5:
151
Properties=species:S:1:pos:R:3:mulliken_charge:R:1 method="wB97M-V/def2-TZVPD" e_tot_ev=-147858.8632 homo_energy_ev=-10.9 e_lumo_ev=-5.2 gap_ha=0.21041 charge=+1 mol_weight_g_mol=1190.15
C -3.717 -3.176 0.282 -0.85
C -3.150 -1.956 0.827 -0.41
C -2.902 -0.438 0.139 -0.13
C -4.058 0.252 1.074 -0.35
C -4.839 1.580 0.654 -0.69
C -4.281 3.020 1.199 -0.24
S -5.770 4.154 1.591 -0.22
C -1.284 -0.333 0.631 -0.62
N -0.894 -0.396 2.012 1.22
C -0.341 -1.575 2.682 0.02
C -0.778 0.761 2.905 0.27
C 0.671 1.126 3.672 -0.28
O -1.748 1.630 3.312 -0.56
P -0.233 1.168 -0.084 0.20
O 1.413 1.022 0.586 0.05
Cl -0.961 3.059 0.494 -0.35
C -0.738 -1.365 -0.572 -0.64
C -0.190 -2.856 -0.320 -1.17
C 1.458 -2.976 -0.052 0.61
C 2.244 -3.701 -1.337 -0.84
Cl 1.604 -4.247 1.341 -0.17
C -1.869 -1.316 -1.813 -1.07
C -1.262 -1.224 -3.365 -0.55
C -0.249 -2.451 -3.756 0.32
P 0.191 -2.243 -5.629 1.09
O 1.478 -3.043 -6.076 -0.74
O -1.168 -2.977 -6.506 -0.40
C -1.418 -4.345 -6.016 -0.05
C -2.227 -5.175 -7.173 -0.75
O 0.176 -0.557 -6.065 -0.34
C 1.478 0.093 -5.861 -0.32
C 1.487 1.260 -4.694 -0.67
N -3.022 -0.365 -1.409 1.43
C -2.910 0.982 -2.086 0.74
C -3.880 1.255 -3.371 0.05
O -4.868 2.182 -3.230 -0.48
F -3.771 0.646 -4.722 -0.18
C -4.312 -0.921 -2.028 -0.64
O -4.345 -1.863 -3.012 -0.56
N -5.733 -0.604 -1.524 0.20
C -6.712 -1.687 -2.015 0.50
O -7.416 -1.577 -3.165 -0.42
F -6.882 -2.966 -1.236 -0.22
H -4.805 -3.511 0.637 0.30
H -3.237 -3.865 -0.557 0.13
H -2.990 -1.956 2.011 0.52
H -4.942 -0.554 1.188 0.46
H -3.698 0.378 2.206 0.48
H -5.066 1.733 -0.509 0.02
H -5.942 1.522 1.121 0.50
H -3.745 3.545 0.297 0.21
H -3.664 2.982 2.190 0.07
H -5.967 4.897 0.406 0.15
H -0.262 -1.469 3.871 -0.23
H -0.976 -2.578 2.554 0.32
H 0.791 -1.720 2.336 0.09
H 0.502 1.187 4.836 0.32
H 1.543 0.417 3.349 0.08
H 0.928 2.223 3.292 -0.08
H 1.530 0.072 0.937 0.06
H 0.182 -0.898 -1.179 0.58
H -0.364 -3.598 -1.242 0.42
H -0.756 -3.411 0.573 0.54
H 1.953 -1.950 0.217 -0.09
H 3.056 -4.432 -0.857 0.37
H 2.732 -2.883 -2.034 0.23
H 1.522 -4.424 -1.949 0.23
H -2.129 -2.483 -1.834 0.09
H -0.628 -0.227 -3.539 -0.05
H -2.109 -1.219 -4.187 0.32
H 0.774 -2.225 -3.183 -0.36
H -0.623 -3.522 -3.474 0.46
H -2.041 -4.228 -5.009 0.02
H -0.386 -4.845 -5.724 0.35
H -2.866 -6.005 -6.653 0.32
H -1.429 -5.631 -7.903 0.28
H -2.924 -4.383 -7.725 0.05
H 1.726 0.661 -6.882 0.29
H 2.372 -0.630 -5.649 0.31
H 2.328 2.076 -4.920 0.40
H 1.776 0.754 -3.679 0.09
H 0.472 1.849 -4.677 0.17
H -1.810 1.250 -2.476 0.43
H -3.082 1.914 -1.357 0.11
H -6.100 0.270 -1.959 0.36
N 4.821 3.424 1.678 -0.39
C 3.591 3.227 1.155 -0.42
C 2.506 4.051 1.406 -0.27
C 2.690 5.144 2.247 -0.05
C 3.945 5.372 2.802 -0.12
C 4.969 4.493 2.489 -0.71
H 3.497 2.360 0.508 0.44
H 1.541 3.847 0.957 0.27
H 1.862 5.812 2.468 0.52
H 4.121 6.214 3.462 0.34
H 5.968 4.631 2.895 0.41
N 5.733 2.139 6.292 -0.53
C 5.416 2.221 4.981 -0.38
C 5.763 1.260 4.044 -0.08
C 6.481 0.150 4.474 -0.56
C 6.823 0.039 5.818 -0.33
C 6.429 1.049 6.680 -0.37
H 4.859 3.107 4.694 0.57
H 5.480 1.376 3.004 0.43
H 6.771 -0.623 3.768 0.49
H 7.383 -0.814 6.185 0.40
H 6.669 1.006 7.739 0.37
N 5.557 -1.770 -0.080 -0.20
C 5.909 -0.559 -0.565 -0.10
C 7.221 -0.154 -0.747 -0.61
C 8.237 -1.041 -0.409 -0.21
C 7.907 -2.295 0.095 -0.55
C 6.566 -2.611 0.238 -0.20
H 5.080 0.099 -0.811 0.34
H 7.446 0.830 -1.143 0.39
H 9.278 -0.758 -0.537 0.38
H 8.675 -3.009 0.369 0.39
H 6.257 -3.578 0.624 0.36
N -4.417 -3.163 -9.559 -0.49
C -5.647 -3.360 -10.082 -0.23
C -6.732 -2.535 -9.831 -0.39
C -6.548 -1.443 -8.990 -0.26
C -5.293 -1.215 -8.435 -0.57
C -4.268 -2.093 -8.748 -0.16
H -5.741 -4.227 -10.729 0.37
H -7.697 -2.740 -10.280 0.36
H -7.375 -0.775 -8.769 0.37
H -5.117 -0.373 -7.775 0.40
H -3.270 -1.956 -8.342 0.58
N -0.004 -1.186 6.393 -0.25
C -0.415 -1.061 7.674 -0.21
C 0.197 -1.693 8.745 -0.60
C 1.295 -2.507 8.489 -0.07
C 1.741 -2.657 7.180 -0.97
C 1.066 -1.981 6.176 0.16
H -1.278 -0.419 7.822 0.41
H -0.175 -1.555 9.754 0.37
H 1.800 -3.019 9.303 0.40
H 2.594 -3.284 6.947 0.37
H 1.378 -2.064 5.139 0.34
N 1.112 6.365 4.480 -0.17
C 1.295 7.658 4.826 -0.11
C 0.566 8.302 5.812 -0.69
C -0.416 7.580 6.483 -0.14
C -0.630 6.247 6.148 -0.76
C 0.153 5.689 5.150 -0.14
H 2.070 8.179 4.271 0.35
H 0.758 9.342 6.051 0.37
H -1.009 8.052 7.261 0.37
H -1.387 5.658 6.651 0.38
H 0.027 4.651 4.855 0.46

=====

Entry 6:
14
Properties=species:S:1:pos:R:3:mulliken_charge:R:1 method="wB97M-V/def2-TZVPD" e_tot_ev=-8367.3643 homo_energy_ev=-9.1 relative_energy_kj_mol=570.9 e_lumo_ev=0.5 gap_ha=0.35395 mol_weight_g_mol=88.11
O 1.966 0.949 0.528 -0.52
C 1.587 -0.237 -0.122 -0.40
C 0.278 -0.814 0.439 -0.47
C -0.862 0.138 0.374 0.48
C -2.226 0.333 0.351 -0.44
O -0.798 1.391 0.195 -0.46
H 1.311 1.624 0.299 0.35
H 1.503 -0.099 -1.211 0.27
H 2.392 -0.958 0.053 0.33
H 0.018 -1.766 -0.040 0.29
H 0.404 -1.013 1.510 0.28
H -1.109 -0.111 -1.999 0.00
H -2.687 0.572 1.305 0.23
H -1.779 -0.007 -1.682 0.08

=====

Entry 7:
21
Properties=species:S:1:pos:R:3:mulliken_charge:R:1 method="wB97M-V/def2-TZVPD" e_tot_ev=-11428.2178 homo_energy_ev=-13.7 relative_energy_kj_mol=121.2 e_lumo_ev=-3.2 gap_ha=0.38590 charge=+1 mol_weight_g_mol=121.16
C 1.392 -0.909 0.447 -0.62
C 1.130 0.374 1.279 -0.53
C -0.320 0.923 1.230 -0.99
C -0.592 1.568 -0.173 0.63
N -1.823 2.076 -0.356 -0.38
O 0.237 1.390 -1.052 -0.62
N 0.179 -1.764 0.256 -0.31
H 2.338 -1.389 0.686 0.42
H 1.513 -0.571 -0.589 0.34
H 1.831 1.073 0.830 0.30
H 1.243 0.296 2.372 0.35
H -0.458 1.678 1.994 0.48
H -1.057 0.125 1.349 0.46
H -2.168 2.430 -1.232 0.25
H -2.428 2.069 0.447 0.20
H 0.396 -2.496 -0.439 0.37
H -0.060 -2.248 1.117 0.33
H -0.552 -1.292 -0.305 0.34
H -0.271 -0.361 -2.537 0.31
H -0.192 -1.690 -3.102 0.31
O -0.338 -1.281 -2.223 -0.62

=====

Entry 8:
84
Properties=species:S:1:pos:R:3:mulliken_charge:R:1 method="wB97M-V/def2-TZVPD" e_tot_ev=-172703.2093 homo_energy_ev=-7.7 relative_energy_kj_mol=184.2 e_lumo_ev=-0.4 gap_ha=0.26639 mol_weight_g_mol=885.06
Ti 0.146 -0.869 1.213 -1.29
C 2.032 -1.703 3.088 -1.42
C 0.612 -2.076 2.983 1.24
C 0.616 -3.524 2.791 -0.97
C 1.903 -3.953 2.725 -0.65
C 2.785 -2.818 2.893 -0.63
H 2.399 -0.710 3.308 0.63
H -0.068 -1.681 3.729 0.73
H -0.277 -4.126 2.709 0.41
H 2.224 -4.971 2.557 0.46
H 3.865 -2.859 2.876 0.47
Br -2.684 -0.295 -0.008 -0.03
C -2.250 -1.309 -1.537 1.69
C -3.036 -1.185 -2.643 -0.70
C -2.758 -1.969 -3.781 -0.75
C -1.724 -2.855 -3.750 -0.92
C -0.911 -2.993 -2.596 1.33
C 0.156 -3.919 -2.593 -0.85
C 0.951 -4.038 -1.496 -1.28
C 0.733 -3.214 -0.373 0.40
C -0.288 -2.294 -0.299 0.20
C -1.145 -2.192 -1.443 0.01
H -3.870 -0.497 -2.640 0.46
H -3.372 -1.866 -4.665 0.40
H -1.496 -3.468 -4.612 0.38
H 0.335 -4.510 -3.482 0.37
H 1.775 -4.740 -1.487 0.45
H 1.435 -3.314 0.445 -0.07
C -0.083 4.487 -3.973 -1.50
C 0.674 3.189 -4.024 0.75
C 1.957 3.143 -4.568 -0.76
C 2.634 1.944 -4.690 -0.70
C 2.028 0.771 -4.254 0.02
C 0.761 0.793 -3.691 0.04
C 0.095 2.006 -3.578 -0.47
S 2.913 -0.751 -4.409 1.04
O 3.771 -0.630 -5.551 -0.74
O 1.957 -1.810 -4.272 -0.50
N 3.919 -0.841 -3.130 -0.18
C 3.414 -0.941 -1.766 -0.27
C 3.330 0.403 -1.051 0.11
C 2.654 0.324 0.294 0.35
O 2.886 1.114 1.187 -0.78
O 1.794 -0.667 0.415 0.33
H 0.592 5.336 -3.866 0.39
H -0.792 4.501 -3.146 0.29
H -0.653 4.633 -4.892 0.34
H 2.420 4.058 -4.918 0.41
H 3.615 1.905 -5.145 0.48
H 0.304 -0.128 -3.357 0.43
H -0.896 2.025 -3.142 0.37
H 4.755 -0.292 -3.276 0.33
H 4.072 -1.622 -1.222 0.36
H 2.435 -1.419 -1.800 -0.32
H 2.745 1.112 -1.646 -0.19
H 4.315 0.844 -0.886 0.42
C -1.487 3.105 0.104 -1.41
C -0.243 2.357 0.495 0.64
N 0.540 2.924 1.414 -0.19
O 0.009 1.249 0.005 0.07
H -1.861 2.707 -0.834 0.11
H -1.314 4.178 0.023 0.53
H -2.237 2.925 0.878 0.04
H 0.277 3.793 1.843 0.20
H 1.366 2.425 1.731 0.18
C -4.995 1.806 2.323 -1.04
C -4.073 1.705 3.512 -0.39
O -2.723 1.483 3.051 -0.25
P -1.869 0.186 3.426 -0.49
O -0.698 0.297 2.401 0.37
Te -3.112 -1.778 3.534 0.00
O -1.089 0.537 4.768 -0.22
C -1.700 0.455 6.071 -0.09
C -0.634 0.064 7.064 -1.32
H -6.012 2.009 2.662 0.42
H -5.000 0.867 1.769 0.17
H -4.688 2.610 1.654 0.27
H -4.377 0.885 4.166 0.42
H -4.049 2.629 4.091 0.31
H -2.504 -0.285 6.045 0.36
H -2.127 1.435 6.300 0.26
H -0.245 -0.926 6.831 0.29
H -1.055 0.045 8.070 0.39
H 0.192 0.775 7.046 0.30